[1]
Density functional theory data (ωB97M-V/def2-TZVPD) for one molecule with the formula C5H6O2.

The spin multiplicity is 1. For the calculated total energy, the calculation gives -344.4541 a.u. The HOMO energy comes out at -9.664 eV. The energy relative to the best compared isomer or geometry (same formula, charge and spin) is 92.7 kcal per mole. The value obtained for the LUMO energy is -0.255 eV. The gap between HOMO and LUMO comes out at 9.41 eV. The net charge is 0.

Positions of all 13 atoms, in Å:
O 1.444 1.791 -0.904
C 0.777 0.843 -0.558
C 1.310 -0.572 -0.546
C -0.654 -1.153 1.395
C -1.187 -0.024 0.786
O -2.292 -0.072 1.363
C -0.677 1.033 -0.135
H 2.358 -0.581 -0.847
H 0.723 -1.209 -1.219
H 1.234 -0.986 0.472
H -0.915 -2.104 0.920
H -0.813 2.025 0.309
H -1.308 1.009 -1.036

***

[2]
Density functional theory data (ωB97M-V/def2-TZVPD) for C17H36BBr2N5OP2SiTa as an isolated structure.

The spin multiplicity is 1. For the calculated total energy, the calculation gives -7219.7624 a.u. The HOMO energy comes out at -17.831 eV. The energy relative to the best compared isomer or geometry (same formula, charge and spin) is 8.2 kcal per mole. The value obtained for the LUMO energy is -10.319 eV. The gap between HOMO and LUMO comes out at 7.51 eV. The net charge is +3.

Positions of all 66 atoms, in Å:
Ta 0.160 0.371 0.202
Br 1.191 4.317 -0.407
C 2.910 3.518 -0.222
Br 2.900 1.927 0.929
H 3.585 4.214 0.262
H 3.264 3.192 -1.194
C 0.768 -1.217 3.888
P -0.027 -1.381 2.262
C -1.799 -1.538 2.605
C 0.572 -2.975 1.606
C 2.005 -2.812 1.110
P 2.134 -1.462 -0.126
C 3.904 -1.070 -0.169
C 1.825 -2.236 -1.740
H 0.595 -2.140 4.447
H 0.333 -0.401 4.460
H 1.844 -1.071 3.799
H -1.957 -2.317 3.354
H -2.334 -1.810 1.696
H -2.204 -0.605 2.999
H -0.093 -3.269 0.793
H 0.500 -3.743 2.378
H 2.380 -3.738 0.669
H 2.684 -2.570 1.932
H 4.445 -1.994 -0.385
H 4.258 -0.682 0.784
H 4.120 -0.352 -0.959
H 2.572 -3.011 -1.918
H 1.902 -1.497 -2.537
H 0.838 -2.692 -1.759
N -1.202 3.543 2.759
C -0.274 3.096 3.675
C 0.314 2.012 3.118
N -0.246 1.776 1.873
C -1.156 2.749 1.695
C -1.800 2.784 0.399
N -1.416 1.829 -0.448
C -2.059 2.082 -1.635
C -2.843 3.184 -1.485
N -2.664 3.612 -0.192
H -1.788 4.358 2.883
H -0.117 3.593 4.617
H 1.121 1.423 3.513
H -1.914 1.481 -2.514
H -3.499 3.694 -2.170
H -3.121 4.415 0.218
B 2.332 1.715 -3.746
C 1.633 1.289 -2.470
N 1.089 0.951 -1.483
H 2.733 2.828 -3.547
H 3.211 0.899 -3.848
H 1.497 1.627 -4.602
C -3.767 -1.157 -0.867
Si -2.136 -1.679 -1.605
C -1.817 -3.512 -1.455
C -1.731 -1.029 -3.310
O -0.933 -0.852 -0.520
H -4.532 -1.201 -1.645
H -3.766 -0.136 -0.482
H -4.093 -1.827 -0.070
H -2.729 -4.010 -1.800
H -1.654 -3.873 -0.441
H -1.012 -3.867 -2.097
H -1.460 -1.869 -3.954
H -0.884 -0.340 -3.348
H -2.592 -0.543 -3.772

***

[3]
Density functional theory data (ωB97M-V/def2-TZVPD) for a 2-piece molecular cluster, H3INP overall in a non-equilibrium geometry.

The spin multiplicity is 1. For the calculated total energy, the calculation gives -695.5400 a.u. The HOMO energy comes out at -9.692 eV. The energy relative to the best compared isomer or geometry (same formula, charge and spin) is 41.4 kcal per mole. The value obtained for the LUMO energy is -0.414 eV. Its SMILES is [H]/N=P\[H].I. The gap between HOMO and LUMO comes out at 9.28 eV. The net charge is 0.

Positions of all 6 atoms, in Å:
N -0.242 1.237 1.649
P -0.140 1.797 0.186
I 1.737 -2.398 -0.385
H -0.054 0.292 1.960
H 0.407 -1.834 -1.116
H 0.186 0.662 -0.574

***

Question: Look up the LUMO of the second one.
Answer: -10.319 eV

***

Question: What is the net charge in the second record?
Answer: +3

***

Question: The highest energy relative to the best compared isomer or geometry (same formula, charge and spin) belongs to which entry?
Answer: C5H6O2